## a
{
  "formula": "C5H11N2O",
  "method": "wB97M-V/def2-TZVPD",
  "species": ["C", "C", "C", "C", "C", "N", "N", "O", "H", "H", "H", "H", "H", "H", "H", "H", "H", "H", "H"],
  "xyz": [[1.7687, -0.6457, -0.0825], [0.5075, -1.3256, -0.6742], [-0.1895, 0.0734, -0.6233], [1.7431, 1.9774, 0.0044], [-2.1590, -1.0210, 0.4739], [1.2075, 0.6486, -0.1775], [-1.3318, 0.1907, 0.4616], [2.8003, -0.9556, 0.4390], [0.5604, -1.7559, -1.6585], [-0.0490, -2.0321, -0.0931], [-0.6057, 0.6887, -1.4259], [2.1884, 2.4382, -0.9991], [1.0544, 2.6523, 0.2989], [2.3638, 1.9248, 0.8323], [-2.3824, -1.3462, -0.4768], [-1.7308, -1.9606, 0.8942], [-3.0306, -0.9025, 1.0807], [-0.8319, 0.2723, 1.2553], [-1.8833, 1.0789, 0.4707]],
  "smiles": "C[NH2+][C@@H]1CC(=O)N1C",
  "homo_ev": -13.88,
  "homo_lumo_gap_ev": 10.3,
  "total_charge": 1
}

## b
{
  "formula": "C5H11N2O",
  "method": "wB97M-V/def2-TZVPD",
  "species": ["C", "C", "C", "C", "C", "N", "N", "O", "H", "H", "H", "H", "H", "H", "H", "H", "H", "H", "H"],
  "xyz": [[0.7047, -1.9357, -0.5375], [-0.6564, -1.6432, 0.1435], [-0.6489, -0.1251, -0.0600], [2.2904, -0.0741, -1.3355], [-1.7853, 1.8710, 0.9438], [1.1794, -0.6004, -0.5063], [-0.5290, 0.9682, 0.9359], [1.3031, -2.9152, -0.9014], [-1.4624, -2.2021, -0.2340], [-0.6760, -1.9860, 1.1940], [-1.2039, 0.2758, -0.9208], [2.1022, -0.3388, -2.3512], [2.4947, 0.8553, -1.0144], [3.1872, -0.6665, -0.9094], [-1.5203, 2.6871, 1.6115], [-1.8536, 2.1174, -0.0925], [-2.6517, 1.3640, 1.2535], [-0.5488, 0.6538, 1.8876], [0.2746, 1.6944, 0.8933]],
  "homo_ev": -13.43,
  "homo_lumo_gap_ev": 9.1,
  "total_charge": 1
}

Of them, the most stable is a and the least stable is b.

## a
{
  "formula": "C5H11N2O",
  "method": "wB97M-V/def2-TZVPD",
  "species": ["C", "C", "C", "C", "C", "N", "N", "O", "H", "H", "H", "H", "H", "H", "H", "H", "H", "H", "H"],
  "xyz": [[0.6729, 0.9077, -0.6347], [-0.9703, -0.9186, -0.0863], [-0.3089, -2.0811, 0.6492], [1.6962, 1.1975, -1.6768], [-1.8505, -0.1088, 0.8587], [0.5085, 1.8018, 0.3181], [0.8660, -1.9335, 1.0432], [0.0366, -0.1787, -0.8259], [-1.5823, -1.3308, -0.8980], [-0.9659, -2.9416, 0.7881], [1.6437, 2.2345, -2.0015], [1.5633, 0.5377, -2.5296], [2.6905, 1.0214, -1.2657], [-2.7257, -0.7034, 1.0998], [-2.2018, 0.8015, 0.3786], [-1.3402, 0.1183, 1.7919], [1.2874, -2.7088, 1.5443], [1.1058, 2.6159, 0.3514], [-0.1251, 1.6689, 1.0952]],
  "smiles": "[H]/N=C/[C@@H](C)OC(C)=[NH2+]",
  "homo_ev": -14.10,
  "homo_lumo_gap_ev": 10.9,
  "total_charge": 1
}

## b
{
  "formula": "C5H11N2O",
  "method": "wB97M-V/def2-TZVPD",
  "species": ["O", "C", "C", "C", "C", "N", "C", "N", "H", "H", "H", "H", "H", "H", "H", "H", "H", "H", "H"],
  "xyz": [[-3.0137, -0.6796, -2.1244], [-2.9619, -1.1023, -1.0047], [-2.0798, -0.4468, 0.0243], [-0.8162, 0.2121, -0.5366], [0.1986, 0.3373, 0.6222], [3.0720, -0.3784, 0.4889], [2.6164, 0.8214, 0.2368], [1.3526, 1.1631, 0.2414], [-3.5236, -2.0094, -0.7162], [-2.7732, 0.2156, 0.5644], [-1.7510, -1.0850, 0.8597], [-0.3425, -0.3642, -1.3248], [-1.1117, 1.2149, -0.8304], [0.4717, -0.6581, 0.9013], [-0.2859, 0.8873, 1.4260], [2.5084, -1.2108, 0.5901], [4.0113, -0.5511, 0.8205], [3.3185, 1.6160, -0.0002], [1.1100, 2.0178, -0.2383]],
  "smiles": "N/C=[NH+]\\CCCC=O",
  "homo_ev": -12.86,
  "homo_lumo_gap_ev": 9.2,
  "total_charge": 1
}

Of them, the most stable is b and the least stable is a.

## a
{
  "formula": "C5H11N2O",
  "method": "wB97M-V/def2-TZVPD",
  "species": ["C", "C", "C", "C", "C", "N", "N", "O", "H", "H", "H", "H", "H", "H", "H", "H", "H", "H", "H"],
  "xyz": [[2.7254, 0.2530, 0.1894], [1.4820, 0.8974, -0.2370], [0.0367, -1.1734, -1.3094], [-1.7099, 1.1380, 1.0260], [0.0216, -0.2222, -0.1433], [2.6254, -0.7732, 0.9059], [-1.0607, 0.7769, -0.2483], [1.2251, 1.9920, -0.6235], [3.6497, 0.7398, -0.1481], [-0.8980, -1.7324, -1.3569], [0.1754, -0.6497, -2.2559], [0.8446, -1.8894, -1.1911], [-2.4726, 1.8950, 0.8514], [-2.1717, 0.2609, 1.4720], [-0.9690, 1.5390, 1.7132], [0.0657, -0.7041, 0.8234], [3.4953, -1.1990, 1.2161], [-1.7646, 0.4611, -0.9243], [-0.5976, 1.6407, -0.6400]],
  "smiles": "[H]/N=C/C(=O)[C@H](C)[NH2+]C",
  "homo_ev": -14.14,
  "homo_lumo_gap_ev": 9.7,
  "total_charge": 1
}

## b
{
  "formula": "C5H11N2O",
  "method": "wB97M-V/def2-TZVPD",
  "species": ["O", "C", "C", "C", "C", "C", "N", "N", "H", "H", "H", "H", "H", "H", "H", "H", "H", "H", "H"],
  "xyz": [[-2.5405, 1.1193, -3.3105], [-1.3644, 0.7341, -2.6107], [-1.2519, 1.2758, -1.3782], [0.9751, -1.8547, 0.9530], [1.4029, -1.0752, 2.0253], [1.7623, -1.7137, 3.2048], [1.1969, 0.2637, 1.9879], [0.0155, 1.2246, -0.4602], [-0.5891, 0.7038, -3.3674], [-2.1967, 1.3460, -0.8469], [1.4957, -2.7767, 0.7338], [0.0542, -1.5470, 0.4799], [1.7572, -1.0457, 4.0623], [2.0766, -2.7483, 3.1865], [0.8420, 0.7356, 1.1374], [1.2880, 0.8724, 2.7836], [0.6867, 1.3797, -1.2166], [-0.4110, 0.2529, -0.7059], [-2.9547, 0.2874, -3.5773]],
  "homo_ev": -12.62,
  "homo_lumo_gap_ev": 5.5,
  "total_charge": 1
}

Of them, the most stable is a and the least stable is b.

## a
{
  "formula": "C9H11OP",
  "method": "wB97M-V/def2-TZVPD",
  "species": ["C", "C", "C", "C", "C", "C", "C", "C", "C", "O", "P", "H", "H", "H", "H", "H", "H", "H", "H", "H", "H", "H"],
  "xyz": [[1.0299, 2.0098, -1.0522], [1.2763, 1.8425, 0.2903], [0.7086, 0.8799, -1.8403], [1.3866, 0.5506, 0.7800], [1.0555, -0.4157, -1.3821], [1.4932, -0.5102, -0.1100], [-2.3688, -0.7392, -0.8113], [-2.2794, -0.0259, 1.6254], [-2.7341, -0.8304, 0.4314], [-2.1188, -0.8197, -1.9504], [2.0747, -2.1641, 0.6629], [0.6849, 2.9529, -1.3982], [1.3311, 2.5501, 1.0527], [0.5046, 0.9574, -2.9413], [1.5696, 0.4191, 1.7699], [0.8111, -1.3203, -1.9645], [-2.7248, -0.6085, 2.4294], [-1.2050, -0.0878, 1.6168], [-2.5920, 1.0089, 1.6084], [2.6712, -2.7527, -0.4023], [-3.7754, -1.2027, 0.4347], [3.2010, -1.6940, 1.1506]],
  "smiles": "Pc1ccccc1.CC=C=O",
  "homo_ev": -8.71,
  "homo_lumo_gap_ev": 9.4
}

## b
{
  "formula": "C9H11OP",
  "method": "wB97M-V/def2-TZVPD",
  "species": ["C", "C", "C", "C", "C", "C", "C", "C", "C", "O", "P", "H", "H", "H", "H", "H", "H", "H", "H", "H", "H", "H"],
  "xyz": [[2.5152, -1.2458, -0.0424], [3.2034, -0.1633, 0.5669], [1.2483, -1.0749, -0.4971], [2.6806, 1.1140, 0.5005], [0.7298, 0.2148, -0.4660], [1.3553, 1.3040, -0.0254], [-0.7739, 0.2966, -0.9713], [-2.4124, -0.2187, 0.9460], [-1.4987, 0.8087, 0.2408], [-1.2800, 1.9106, 0.7390], [-4.0022, -0.7613, -0.0176], [2.9160, -2.2129, 0.2419], [4.2399, -0.4440, 0.9016], [0.6152, -1.7775, -1.1258], [3.2430, 1.8875, 0.8611], [-0.8990, 0.9792, -1.7722], [-0.9638, -0.6461, -1.4101], [-1.9366, -1.2014, 1.2237], [-2.6730, 0.4230, 1.7820], [0.8992, 2.2763, -0.0345], [-3.2541, -1.7116, -0.5850], [-3.9521, 0.2428, -1.0562]],
  "smiles": "O=C(CP)Cc1ccccc1",
  "homo_ev": -9.24,
  "homo_lumo_gap_ev": 10.0
}

Of them, the most stable is b and the least stable is a.

## a
{
  "formula": "C4H7N2S",
  "method": "wB97M-V/def2-TZVPD",
  "species": ["C", "C", "C", "C", "N", "N", "S", "H", "H", "H", "H", "H", "H", "H"],
  "xyz": [[1.0829, 0.0918, 0.2324], [-2.1616, 0.3432, 0.0540], [-1.1606, 1.3123, 0.2095], [-0.1215, -1.9481, -0.2908], [0.1400, 0.9163, -0.3881], [0.9008, -1.2692, 0.2789], [-3.5661, -0.2196, 0.0276], [1.8790, 0.5609, 0.7934], [-1.5617, 2.3369, -0.0885], [-0.8094, 1.3589, 1.2256], [-0.4610, -2.9858, -0.3066], [-0.8834, -1.3329, -0.8116], [0.0780, 0.7436, -1.3938], [1.5977, -1.7602, 0.8619]],
  "homo_ev": [-11.07, -12.64],
  "homo_lumo_gap_ev": [5.0, 8.0],
  "total_charge": 1
}

## b
{
  "formula": "C4H7N2S",
  "method": "wB97M-V/def2-TZVPD",
  "species": ["C", "C", "C", "C", "N", "N", "S", "H", "H", "H", "H", "H", "H", "H"],
  "xyz": [[2.6262, 1.7090, 0.4758], [0.5814, 0.0743, 0.2750], [-1.8414, 0.2716, 0.2802], [-2.1250, -1.1752, 0.3690], [2.0844, 0.8615, -0.2462], [-0.5120, 0.7271, 0.1751], [-2.9769, 1.4435, 0.3048], [3.5249, 2.1572, 0.0693], [2.3239, 2.0444, 1.4619], [0.7270, -0.9822, 0.4150], [-2.6289, -1.4019, 1.3114], [-2.8329, -1.4473, -0.4173], [-1.2444, -1.8037, 0.2769], [-0.4552, 1.7408, 0.0250]],
  "smiles": "C=N/C=[NH+]/C(C)=S",
  "homo_ev": -13.80,
  "homo_lumo_gap_ev": 7.7,
  "total_charge": 1
}

Of them, the most stable is b and the least stable is a.